{
  "formula": "C4H12",
  "method": "ωB97M-V/def2-TZVPD",
  "elements": ["C", "C", "H", "H", "H", "H", "H", "H", "C", "C", "H", "H", "H", "H", "H", "H"],
  "coordinates": [[-2.2011, -0.6327, -1.0876], [-1.8654, -2.0360, -0.7266], [-2.0060, -0.2102, -2.0917], [-3.3583, -0.5013, -1.0460], [-1.6742, 0.1688, -0.4177], [-1.7160, -2.7116, -1.5739], [-1.1217, -2.0311, 0.0605], [-2.6838, -2.6791, -0.2171], [2.0431, 0.7125, 1.2646], [2.1792, 2.0008, 0.5050], [2.6191, -0.1457, 0.9664], [2.1021, 0.7804, 2.3980], [0.9828, 0.4089, 1.1192], [3.0447, 1.9205, -0.2409], [1.1823, 2.1316, -0.0716], [2.4731, 2.8244, 1.1593]],
  "forces_ev_per_a": [[1.5, 1.5, 1.6], [-0.7, 1.2, 0.5], [-0.5, -0.4, -0.4], [0.6, -0.4, -0.3], [-1.2, -1.7, -0.9], [-0.3, -0.2, -0.6], [0.3, -0.2, 0.4], [0.4, 0.2, -0.3], [-1.4, -0.5, 2.0], [0.8, -0.2, -1.7], [0.5, -0.1, -0.4], [0.2, 0.2, -1.4], [0.2, -0.3, 0.2], [-1.4, 0.2, 0.7], [1.8, 0.6, 0.8], [-0.7, 0.1, -0.2]],
  "multiplicity": 2,
  "total_charge": 1,
  "gap_ha": [0.41772, 0.10224],
  "relative_energy_kj_mol": 110.45,
  "s_squared": 0.753
}